No. 1
A molecular structure, C46H35BrIrN7OSSb at a distorted geometry. Source: the OMol25 dataset; level of theory: ωB97M-V/def2-TZVPD.

Element x y z (Å)
Ir (-0.455, 1.156, 0.624)
Sb (0.088, 0.300, 4.179)
Br (4.125, -6.134, -1.317)
S (1.180, 3.515, -2.861)
O (-1.216, 0.419, -1.585)
N (-1.236, -5.283, -3.878)
N (1.181, -0.300, 1.280)
N (-2.121, 0.459, 1.881)
N (-1.700, -4.198, -4.299)
N (-1.227, -1.874, -0.062)
N (0.709, 3.010, 2.839)
N (1.020, 2.236, -0.649)
C (1.547, -6.933, -2.204)
C (-1.872, -3.125, -3.488)
C (0.385, 2.410, 3.998)
C (-2.525, 3.500, 0.804)
C (1.012, -4.497, -3.463)
C (-1.481, -1.941, -1.369)
C (-3.993, -0.878, 3.477)
C (1.910, -1.055, 0.419)
C (0.530, 4.445, 5.238)
C (2.339, -1.335, 3.112)
C (-1.231, -2.989, 0.642)
C (-2.112, -1.892, -4.133)
C (0.884, 5.063, 4.061)
C (0.026, -5.504, -3.406)
C (-3.869, 0.624, 0.057)
C (1.378, -0.469, 2.616)
C (-1.747, -4.323, -1.262)
C (-2.805, 5.009, -1.062)
C (3.913, 2.834, -2.784)
C (2.233, -4.701, -2.860)
C (-1.700, -3.154, -2.040)
C (4.947, 2.299, -2.041)
C (2.633, 2.792, -2.240)
C (0.324, -6.740, -2.810)
C (-1.943, -0.713, -3.468)
C (1.405, 5.061, 1.635)
C (0.323, 2.975, -1.481)
C (-1.519, -4.241, 0.090)
C (-2.717, -0.610, 3.950)
C (-3.200, 4.547, 0.193)
C (2.870, -1.949, 0.883)
C (2.370, 2.187, -1.009)
C (2.485, -5.905, -2.206)
C (4.707, 1.766, -0.767)
C (-1.807, 0.050, 3.143)
C (-4.310, -0.456, 2.211)
C (0.978, 4.331, 2.876)
C (-1.442, 2.896, 0.169)
C (1.697, -0.996, -1.066)
C (-1.524, -0.673, -2.100)
C (-1.696, 4.457, -1.689)
C (-3.379, 0.214, 1.420)
C (-1.006, 3.429, -1.059)
C (3.433, 1.710, -0.241)
C (3.110, -2.081, 2.232)
C (0.295, 3.078, 5.210)
H (-1.346, 4.854, -2.637)
H (0.800, -3.576, -3.992)
H (-1.012, -2.900, 1.702)
H (2.036, 4.435, 1.013)
H (1.778, -7.876, -1.726)
H (-1.985, -5.272, -1.721)
H (-2.428, -0.911, 4.949)
H (0.458, 5.005, 6.162)
H (4.094, 3.299, -3.747)
H (2.625, -0.719, -1.566)
H (0.927, -0.290, -1.352)
H (-1.555, -5.121, 0.719)
H (-2.866, 3.146, 1.774)
H (-2.067, 0.232, -3.984)
H (1.961, 5.957, 1.905)
H (-0.421, -7.528, -2.827)
H (-5.297, -0.634, 1.800)
H (2.472, -1.437, 4.182)
H (-3.343, 5.823, -1.531)
H (0.532, 5.373, 1.055)
H (-4.045, 5.007, 0.693)
H (3.860, -2.776, 2.596)
H (1.416, -1.992, -1.424)
H (3.428, -2.537, 0.162)
H (-4.193, -0.268, -0.489)
H (5.541, 1.407, -0.177)
H (-4.716, -1.407, 4.087)
H (-3.139, 1.141, -0.541)
H (1.115, 6.120, 4.043)
H (5.956, 2.325, -2.430)
H (0.041, 2.540, 6.115)
H (3.262, 1.338, 0.761)
H (3.001, -3.938, -2.901)
H (-2.351, -1.907, -5.191)
H (-4.744, 1.267, 0.174)

Output
* net charge: +2
* 2S+1: 6
* frontier orbital gap (alpha / beta): 6.69 / 5.53 eV
* highest occupied orbital energy (alpha / beta): -11.65 / -13.32 eV
* E: -5548.6091 a.u.

Mulliken analysis output, partial charges in e: 2.425, 0.942, -0.135, -0.357, -0.382, -0.313, 0.724, 0.991, -0.491, 0.470, 0.323, 0.075, -0.466, 0.336, 0.176, -0.086, -0.142, -0.242, -0.880, 0.913, -0.681, -0.732, -0.349, -0.616, -0.784, -0.137, -1.658, -0.594, -0.786, -0.864, -0.605, -0.281, 0.829, -0.722, 1.021, -0.258, -0.532, -1.011, 0.617, -1.408, -0.659, -0.828, -1.042, -1.289, -0.039, -0.647, -0.378, -1.020, 0.758, 0.445, -1.128, -0.170, -0.647, 1.124, 0.227, -0.250, -0.954, -0.906, 0.493, 0.452, 0.487, -0.018, 0.456, 0.772, 0.525, 0.435, 0.468, 0.619, -0.507, 0.515, 0.532, 0.585, 0.548, 0.509, 0.577, 0.502, 0.435, 0.138, 0.504, 0.469, 0.253, 0.618, 0.511, 0.477, 0.453, -0.030, 0.460, 0.435, 0.435, 0.423, 0.546, 0.490, 0.508


No. 2
A molecular structure, C46H36AsCl3GeN2PPdS2. Source: the OMol25 dataset; level of theory: ωB97M-V/def2-TZVPD.

Element x y z (Å)
Pd (-0.568, -2.142, -1.701)
As (-1.754, 3.510, 0.011)
Ge (-2.850, -2.217, -2.314)
Cl (-3.652, -3.214, -4.093)
Cl (-4.117, -3.177, -0.748)
Cl (-3.928, -0.272, -2.450)
S (-3.389, -2.535, 3.371)
S (4.094, -2.943, -5.306)
P (-0.084, 0.137, -1.460)
N (1.515, -3.177, -1.724)
N (-0.307, -3.315, 0.323)
C (-4.392, 3.050, -1.026)
C (-5.704, 2.591, -1.045)
C (3.299, -3.763, -0.231)
C (3.973, -0.070, -0.999)
C (2.692, 0.027, -1.522)
C (-0.784, -3.265, 2.681)
C (5.672, -2.876, -5.951)
C (1.770, -0.085, 0.690)
C (0.540, -3.517, 2.953)
C (-3.618, 2.943, 0.126)
C (0.864, 3.872, -2.984)
C (-4.179, 2.368, 1.266)
C (1.002, -3.496, 0.599)
C (-1.591, 4.528, 1.680)
C (-1.137, 1.970, -3.216)
C (-1.782, -3.051, 3.740)
C (1.950, -3.490, -0.489)
C (6.041, -3.272, -3.705)
C (0.973, 2.668, -2.299)
C (-0.033, 1.709, -2.403)
C (-1.628, -3.191, 5.090)
C (3.725, -4.022, 1.117)
C (-1.158, -3.222, 1.320)
C (3.756, -3.378, -2.566)
C (4.158, -0.153, 0.377)
C (-0.314, 4.707, 2.214)
C (4.196, -3.710, -1.304)
C (-2.804, -2.884, 5.824)
C (3.055, -0.176, 1.216)
C (-5.489, 1.911, 1.252)
C (-3.834, -2.514, 5.016)
C (1.463, -3.665, 1.909)
C (-1.001, 1.842, 0.772)
C (2.380, -3.128, -2.710)
C (6.613, -3.069, -4.990)
C (-0.243, 4.130, -3.777)
C (-1.238, 0.585, -0.083)
C (-6.253, 2.020, 0.094)
C (-1.212, 6.028, 4.014)
C (1.572, 0.059, -0.683)
C (-0.124, 5.445, 3.376)
C (2.853, -3.951, 2.141)
C (-2.671, 5.134, 2.317)
C (-1.243, 3.175, -3.893)
C (-2.483, 5.877, 3.477)
C (4.675, -3.238, -3.708)
H (1.974, -2.865, -3.680)
H (0.918, -0.134, 1.360)
H (-3.594, 2.280, 2.175)
H (-3.956, 3.485, -1.919)
H (-2.879, -2.936, 6.903)
H (-6.294, 2.671, -1.950)
H (-7.271, 1.651, 0.079)
H (-3.334, 6.340, 3.963)
H (1.834, 2.499, -1.668)
H (3.188, -0.271, 2.289)
H (-1.920, 1.226, -3.313)
H (0.548, 4.276, 1.715)
H (-2.215, 0.648, -0.562)
H (4.773, -4.245, 1.294)
H (0.051, 2.036, 0.968)
H (-0.705, -3.511, 5.558)
H (1.646, 4.616, -2.884)
H (5.158, -0.209, 0.790)
H (-1.288, -0.306, 0.543)
H (4.828, -0.083, -1.666)
H (-1.485, 1.701, 1.739)
H (-5.915, 1.462, 2.142)
H (7.677, -3.064, -5.184)
H (6.633, -3.436, -2.813)
H (3.187, -4.112, 3.161)
H (-3.668, 5.024, 1.909)
H (5.818, -2.699, -7.007)
H (-2.108, 3.367, -4.518)
H (-0.324, 5.073, -4.305)
H (5.245, -3.918, -1.123)
H (-4.838, -2.230, 5.300)
H (-2.199, -3.118, 1.036)
H (0.891, -3.579, 3.977)
H (-1.068, 6.601, 4.922)
H (2.551, 0.081, -2.598)
H (0.874, 5.570, 3.779)

Output
* 2S+1: 2
* frontier orbital gap (alpha / beta): 6.04 / 7.05 eV
* highest occupied orbital energy (alpha / beta): -6.96 / -8.10 eV
* E: -8843.0974 a.u.

Mulliken analysis output, partial charges in e: -0.812, 0.518, 0.562, -0.364, -0.411, -0.335, -0.026, -0.131, 1.421, -0.622, -0.374, -0.391, -0.564, 1.526, -0.767, -0.585, 0.650, -0.414, -0.189, -0.904, 0.122, -0.650, 0.034, -0.353, 0.132, -0.176, 0.408, 0.210, -0.469, -0.384, 0.354, -0.448, -1.006, -0.590, 1.174, -0.760, -0.466, -0.681, -0.604, -0.911, -0.812, -0.410, 1.476, -1.415, -1.544, -0.523, -0.570, -0.429, -0.409, -0.426, 0.688, -0.627, -0.953, -0.303, -0.540, -0.600, 0.316, 0.450, 0.425, 0.412, 0.306, 0.395, 0.423, 0.379, 0.382, 0.344, 0.451, 0.321, 0.345, 0.367, 0.436, 0.845, 0.376, 0.411, 0.415, -0.086, 0.466, 0.702, 0.406, 0.391, 0.347, 0.411, 0.401, 0.427, 0.478, 0.374, 0.378, 0.423, 0.108, 0.349, 0.364, 0.558, 0.379